7 unconnected molecules or ions with the total composition C51H85ClN6O9 at a distorted geometry. Source: the OMol25 dataset; level of theory: ωB97M-V/def2-TZVPD.

Results
SMILES string = C#CCc1c(OC#N)c(-c2cccnc2)c2nc(CCN(CC)C(C)=O)c(C[C@@H](C)Cl)nc2c1OC#N.CCOCC.CCOCC.CCOCC.CCOCC.CCOCC.CCOCC
DFT total energy = -3459.884854 hartree
orbital gap = 0.304 Eh
multiplicity = 1
HOMO level = -9.36 eV
LUMO energy = -0.040 hartree

Last column: Mulliken charge in e.
Geometry (Å):
C (-2.36358, 1.60310, 4.09021)  0.483
C (-2.96152, 1.45294, 3.06203)  -1.037
C (-3.68564, 1.12420, 1.84350)  -1.492
C (-2.76217, 0.94541, 0.64784)  0.877
C (-2.84715, 1.75231, -0.50180)  0.782
O (-3.80696, 2.78766, -0.54685)  -0.564
C (-4.99831, 2.36752, -0.81622)  0.476
N (-6.07213, 2.05631, -1.06178)  -0.504
C (-2.04969, 1.57035, -1.57553)  0.769
C (-2.14218, 2.43559, -2.78964)  -0.331
C (-1.10192, 3.29421, -3.06707)  -0.311
C (-1.21812, 4.04726, -4.21278)  -0.706
C (-2.35104, 3.88564, -4.98253)  -0.403
N (-3.37344, 3.08549, -4.71083)  -0.632
C (-3.25523, 2.35648, -3.59585)  -0.382
C (-1.09748, 0.52035, -1.55927)  -0.363
N (-0.33057, 0.28947, -2.66534)  -0.152
C (0.50577, -0.72067, -2.60752)  0.670
C (1.25582, -1.01420, -3.87006)  -1.307
C (0.68552, -2.23952, -4.58998)  -0.900
N (-0.77543, -2.19583, -4.64681)  0.409
C (-1.24709, -2.95407, -5.84580)  -0.471
C (-1.25003, -2.09925, -7.10609)  -1.369
C (-1.35172, -2.87605, -3.51648)  0.346
C (-2.60283, -2.25827, -2.95450)  -1.323
O (-0.88762, -3.88074, -3.03260)  -0.482
C (0.64494, -1.50408, -1.41347)  0.786
C (1.61380, -2.65914, -1.31966)  -1.097
C (2.91845, -2.38325, -0.56453)  0.194
C (3.94071, -1.56988, -1.34997)  -1.348
Cl (2.68294, -1.67588, 1.05202)  -0.070
N (-0.06768, -1.30006, -0.33539)  -0.160
C (-0.96545, -0.27964, -0.43736)  0.110
C (-1.82264, -0.02696, 0.64460)  -0.160
O (-1.68980, -0.85125, 1.78963)  -0.433
C (-2.36030, -1.95088, 1.64555)  0.588
N (-3.00744, -2.89309, 1.65889)  -0.640
H (-2.15042, 1.77083, 5.11510)  0.578
H (-4.24276, 0.20450, 1.99839)  0.533
H (-4.35589, 1.95267, 1.63451)  0.396
H (-0.24160, 3.36622, -2.42185)  0.547
H (-0.44167, 4.73167, -4.50839)  0.429
H (-2.41900, 4.46478, -5.89724)  0.379
H (-4.06229, 1.67815, -3.35477)  0.703
H (1.17473, -0.15508, -4.52631)  0.501
H (2.31506, -1.17337, -3.68897)  0.132
H (1.05116, -2.19644, -5.61474)  0.636
H (1.07295, -3.18024, -4.19783)  0.264
H (-0.66837, -3.87404, -5.94859)  0.402
H (-2.26478, -3.27209, -5.61546)  0.419
H (-0.38446, -2.35362, -7.71496)  0.355
H (-1.25890, -1.03650, -6.89486)  0.309
H (-2.10972, -2.35390, -7.71899)  0.424
H (-3.43981, -2.93212, -3.12767)  0.731
H (-2.51737, -2.15940, -1.87424)  0.149
H (-2.80884, -1.28544, -3.38774)  0.252
H (1.88850, -3.04892, -2.29398)  0.089
H (1.06224, -3.44614, -0.81365)  0.512
H (3.36787, -3.36047, -0.41192)  0.485
H (3.43346, -0.72859, -1.81986)  0.209
H (4.36164, -2.19010, -2.13850)  0.338
H (4.72231, -1.20700, -0.69423)  0.438
C (1.13754, 1.46983, 2.18427)  0.630
C (0.68409, 2.85343, 1.75195)  -0.335
O (0.94614, 3.84625, 2.72354)  -0.552
C (2.30666, 3.98322, 3.07854)  0.219
C (3.21836, 4.37231, 1.92858)  -0.921
H (0.71978, 1.21155, 3.15847)  -0.153
H (0.82435, 0.71794, 1.46007)  -0.836
H (2.22535, 1.41591, 2.26449)  0.425
H (-0.39367, 2.86249, 1.60549)  0.189
H (1.13564, 3.12058, 0.78672)  0.300
H (2.65884, 3.06354, 3.55960)  -0.232
H (2.34140, 4.76369, 3.83996)  0.485
H (3.27045, 3.58438, 1.17442)  -0.055
H (4.23097, 4.55046, 2.29216)  0.490
H (2.85677, 5.27607, 1.43629)  0.325
C (3.57318, -0.66132, 6.94747)  0.347
C (2.22831, -0.77121, 7.64714)  -0.675
O (1.32564, 0.27061, 7.32315)  -0.507
C (0.95646, 0.36857, 5.96068)  0.405
C (0.24908, -0.86311, 5.41565)  -0.747
H (4.01906, 0.31909, 7.12443)  -0.613
H (4.25405, -1.42774, 7.31868)  0.351
H (3.48088, -0.79453, 5.86743)  0.351
H (2.37926, -0.70191, 8.72465)  0.422
H (1.76933, -1.74798, 7.45676)  0.371
H (1.83004, 0.61682, 5.34511)  -0.129
H (0.28274, 1.22528, 5.90139)  0.222
H (0.90961, -1.73127, 5.38732)  0.359
H (-0.09781, -0.67690, 4.39784)  -0.062
H (-0.60892, -1.12176, 6.03817)  0.303
C (4.45903, 1.71920, 5.87245)  -0.273
C (4.61621, 1.94587, 7.36602)  -1.365
O (5.42622, 0.97813, 8.00771)  -0.398
C (6.76549, 0.89537, 7.55966)  -0.239
C (7.55848, 2.17798, 7.74740)  -1.196
H (4.10609, 0.70576, 5.67365)  0.178
H (3.74322, 2.42901, 5.45709)  -0.006
H (5.40372, 1.84933, 5.34023)  0.431
H (3.63874, 1.87366, 7.84426)  0.355
H (4.99010, 2.95594, 7.56812)  0.486
H (6.80046, 0.56847, 6.51374)  0.271
H (7.22297, 0.10060, 8.14943)  0.417
H (7.17869, 2.98598, 7.11985)  0.275
H (8.60400, 2.01673, 7.48282)  0.412
H (7.50498, 2.51184, 8.78438)  0.291
C (-7.74100, 1.53752, -4.19066)  -0.747
C (-8.60660, 1.54964, -5.43888)  -0.569
O (-9.77251, 0.75197, -5.33621)  -0.416
C (-10.68316, 1.11724, -4.31702)  -0.292
C (-11.24528, 2.52111, -4.46692)  -1.051
H (-7.49982, 0.51354, -3.90150)  0.293
H (-6.81237, 2.08139, -4.37013)  0.273
H (-8.23997, 2.00832, -3.34314)  0.279
H (-8.04166, 1.13335, -6.27360)  0.333
H (-8.86814, 2.57647, -5.71907)  0.327
H (-10.22580, 0.98753, -3.32969)  0.286
H (-11.49817, 0.39551, -4.38009)  0.327
H (-10.47426, 3.28260, -4.33971)  0.271
H (-12.01517, 2.70085, -3.71587)  0.391
H (-11.68169, 2.65432, -5.45791)  0.289
C (-4.85079, -8.52957, -1.84424)  -1.034
C (-4.58499, -7.81014, -3.15592)  -0.325
O (-4.21013, -6.45524, -3.00008)  -0.436
C (-3.01829, -6.21968, -2.26766)  0.176
C (-1.77995, -6.83897, -2.88989)  -1.085
H (-5.57976, -7.97967, -1.24776)  0.289
H (-5.23611, -9.53161, -2.03587)  0.391
H (-3.94387, -8.63155, -1.24626)  0.261
H (-5.50081, -7.79388, -3.74786)  0.331
H (-3.83741, -8.34933, -3.74920)  0.293
H (-3.13558, -6.54754, -1.22862)  0.283
H (-2.89820, -5.13943, -2.23995)  -0.205
H (-1.82236, -7.93028, -2.87388)  0.411
H (-0.89032, -6.53174, -2.34211)  0.317
H (-1.67599, -6.52763, -3.93039)  0.259
C (6.38418, 1.95573, 1.48231)  -0.924
C (6.28037, 2.56925, 0.09620)  -0.378
O (6.81293, 3.87668, 0.01107)  -0.444
C (8.19126, 4.00604, 0.30683)  -0.303
C (9.09740, 3.21209, -0.61903)  -1.026
H (5.94286, 2.62067, 2.22640)  0.154
H (5.86402, 0.99711, 1.51330)  0.383
H (7.42171, 1.77966, 1.77128)  0.374
H (5.22684, 2.65918, -0.17232)  0.254
H (6.74051, 1.91766, -0.65588)  0.357
H (8.38455, 3.74628, 1.35386)  0.290
H (8.41393, 5.06816, 0.20365)  0.338
H (8.95934, 2.13626, -0.49865)  0.249
H (10.14285, 3.43717, -0.40694)  0.392
H (8.88861, 3.45782, -1.66111)  0.283